{"formula": "C31H23BCl84O", "method": "ωB97M-V/def2-TZVPD", "lumo_ev": -0.1, "charge": 0, "elements": ["Cl", "H", "Cl", "Cl", "C", "Cl", "H", "H", "Cl", "Cl", "Cl", "C", "C", "H", "Cl", "H", "H", "Cl", "Cl", "H", "Cl", "Cl", "Cl", "Cl", "C", "H", "Cl", "C", "H", "Cl", "C", "Cl", "C", "Cl", "H", "Cl", "Cl", "C", "Cl", "C", "Cl", "C", "Cl", "Cl", "C", "C", "C", "H", "Cl", "Cl", "C", "Cl", "C", "C", "C", "C", "H", "Cl", "Cl", "Cl", "H", "Cl", "Cl", "Cl", "Cl", "Cl", "C", "Cl", "C", "H", "Cl", "Cl", "H", "Cl", "Cl", "H", "Cl", "H", "Cl", "C", "C", "Cl", "Cl", "H", "Cl", "Cl", "Cl", "O", "C", "H", "Cl", "C", "Cl", "Cl", "C", "Cl", "Cl", "Cl", "Cl", "C", "Cl", "Cl", "Cl", "Cl", "C", "Cl", "C", "B", "Cl", "Cl", "Cl", "Cl", "H", "Cl", "C", "Cl", "Cl", "Cl", "Cl", "Cl", "Cl", "Cl", "Cl", "Cl", "Cl", "Cl", "Cl", "Cl", "C", "C", "H", "Cl", "Cl", "Cl", "H", "Cl", "Cl", "Cl", "H", "Cl"], "positions_angstrom": [[-5.2422, -7.9886, 6.7721], [6.6683, 4.9962, 2.7890], [1.9170, 6.7109, -3.8119], [12.1121, 3.7438, -0.0848], [-2.6835, -4.2536, -1.9476], [5.1722, 6.7944, 1.3110], [7.9509, 4.0510, 1.9858], [3.5204, 3.5234, 7.1074], [-10.8650, -7.7235, -1.6986], [3.5162, 8.2624, -10.3353], [-11.5882, -17.1488, -8.0864], [-8.0380, -3.4580, -2.4322], [1.5369, 0.2580, 5.4097], [0.7746, -0.4520, 5.7511], [6.1604, 11.9206, -5.3647], [5.6759, 2.7227, 6.2249], [5.1952, 2.9032, 2.7232], [-12.5985, -6.2262, -3.4501], [10.8613, 1.5431, -1.4713], [7.2318, 1.0808, 6.1372], [-3.1191, -5.6784, -2.8994], [-12.5229, -15.2645, -6.1181], [-2.9446, 4.9788, -6.5941], [1.8023, 3.4001, 0.4475], [4.7981, 2.7720, 5.5643], [1.5962, 3.4277, 5.9187], [-5.4977, 3.0735, -12.7299], [-1.8097, 0.3727, -0.2430], [8.9687, 1.0291, 6.1428], [-7.0770, -4.6560, -3.3035], [1.2755, 9.7793, 1.8916], [-3.3509, -7.6393, 8.7899], [0.9574, 5.4270, -4.5687], [6.2603, 8.5144, -0.7382], [7.4715, -0.8547, 4.8438], [2.8140, 9.9348, 1.0376], [-14.1891, -15.9354, -8.3706], [8.1363, -0.0536, 4.4948], [12.7848, 2.4499, -3.6064], [-4.3987, 4.6911, -7.5600], [1.5248, 8.8517, 3.3742], [14.1396, 2.8234, -4.6790], [8.2196, 9.8952, -5.2574], [1.8964, 6.0349, -0.6679], [5.2017, 8.5318, -9.8867], [-6.2304, -8.9893, 5.7077], [8.1023, 1.1382, 5.4721], [8.2983, 4.8542, 3.5042], [-0.5252, -8.0223, 8.3945], [-4.6985, 6.0855, -8.6001], [4.9738, 1.6927, 4.4874], [0.6541, 11.3823, 2.2988], [10.6639, 2.7424, -0.1842], [-10.8838, -11.9128, -6.6662], [6.6757, 10.4250, -4.5757], [1.2956, 5.0838, 0.6875], [1.3445, 0.4798, 4.3477], [0.1096, 8.9443, 0.8641], [-2.1823, 0.1524, -1.9538], [1.9026, 4.6731, -5.8521], [4.7847, 3.7726, 5.1033], [-7.0124, 4.3752, -10.6538], [-1.5792, -5.3599, 8.7157], [-4.2252, -1.6910, 7.5885], [-4.1037, -5.7550, 3.2509], [-10.4912, -6.3308, 1.2180], [5.8216, 2.2048, 3.3028], [-5.8289, -3.4836, 5.9971], [3.5588, 2.6341, 6.4616], [7.8288, 0.2218, 3.4800], [-9.9243, -10.4389, -6.5243], [-1.5180, -7.1613, 10.9650], [8.2472, 3.3168, 5.5395], [-5.2326, 5.9152, -12.3235], [-4.1621, 3.2489, -8.5512], [4.0075, 1.3368, 4.1020], [-0.5126, 6.1325, -5.2534], [6.0585, 1.3892, 2.6009], [-3.9564, -3.0431, -2.0820], [2.2011, 2.5285, 5.7433], [-5.4208, -2.9907, 7.6426], [15.5947, 3.0804, -3.7109], [-7.9489, -1.9066, -3.2713], [5.4535, 0.8040, 4.9195], [-5.7833, 4.4501, -6.4887], [6.8770, 10.7138, -2.8470], [-9.9114, -6.2182, 4.0291], [1.4316, 1.4213, 6.2111], [6.5736, 7.1093, 0.2858], [2.5320, -0.2088, 5.5083], [13.7808, 4.2875, -5.6009], [-6.3555, 4.5514, -12.2812], [-1.5320, -7.0374, 3.4767], [14.4026, 1.4768, -5.7917], [8.2077, 2.5095, 4.7879], [-12.4570, -7.2253, 3.1398], [6.8803, 5.7053, -0.7435], [-1.3198, -1.1824, 0.4437], [-0.4678, 5.1586, 0.7325], [-2.4525, -5.5791, 3.8577], [-6.8777, -2.4206, 8.4639], [10.4130, 1.9090, 1.3538], [-9.9262, -13.1615, -7.4629], [-7.4030, -3.2740, -0.7936], [-13.0079, -16.5589, -7.2146], [-4.7436, -4.3663, 8.5214], [-11.3151, -7.4417, -3.3801], [7.1481, 2.9755, 3.7064], [-11.8717, -8.9431, -4.1158], [-12.3384, -11.5834, -7.6094], [-13.7260, -17.8842, -6.2938], [5.4656, 9.1720, -4.8520], [2.3380, 2.4483, 4.6533], [-9.8929, -6.8370, -4.2310], [-1.7434, -7.0458, 9.2183], [6.1548, 7.0973, -10.2767], [5.3062, 8.8575, -8.1547], [-9.7194, -3.9910, -2.3488], [-1.6884, -4.1817, 3.0935], [5.8373, 9.9172, -10.7819], [-10.0771, -8.7736, 2.6674], [9.2656, 3.7620, -0.5353], [-3.2425, 0.9634, 0.6028], [-1.1614, -3.5877, -2.5506], [-6.8787, -10.3560, 6.6201], [-11.3548, -12.4488, -5.0422], [-2.4726, -5.3278, 5.6051], [-5.2360, -9.5878, 4.3755], [-10.7332, -7.1443, 2.7652], [7.5092, 4.3133, 2.9604], [9.1887, 2.5518, 4.2813], [1.9559, 5.7211, 2.1974], [-0.4967, 1.5430, -0.0599], [-7.5596, -8.0250, 5.0632], [9.1474, -0.4743, 4.4390], [-7.6711, 4.8394, -13.4236], [0.5083, 4.2062, -3.3751], [-2.4950, -4.6955, -0.2468], [3.6447, 1.7757, 7.1431], [7.9879, 7.4309, 1.2948]], "lowdin_charge": [0.465, 0.014, 0.499, 0.536, -2.045, 0.517, 0.029, 0.108, 0.500, 0.523, 0.519, -2.049, -0.115, 0.086, 0.530, 0.107, 0.099, 0.526, 0.496, 0.086, 0.527, 0.489, 0.483, 0.490, -0.196, 0.120, 0.520, -2.038, 0.101, 0.506, -2.053, 0.467, -2.030, 0.492, 0.072, 0.514, 0.522, -0.101, 0.475, -2.046, 0.504, -2.053, 0.529, 0.481, -2.062, -2.033, -0.271, 0.066, 0.539, 0.507, -0.209, 0.530, -2.025, -2.052, -2.046, -2.017, 0.086, 0.517, 0.515, 0.539, 0.122, 0.503, 0.487, 0.528, 0.513, 0.500, -0.122, 0.512, -0.162, 0.060, 0.512, 0.539, 0.115, 0.513, 0.518, 0.092, 0.495, 0.109, 0.496, -0.223, -2.051, 0.521, 0.531, 0.099, 0.525, 0.501, 0.500, -0.199, -2.016, 0.086, 0.522, -2.058, 0.535, 0.522, -0.145, 0.535, 0.510, 0.505, 0.532, -2.041, 0.530, 0.546, 0.523, 0.517, -2.054, 0.487, -2.048, -0.367, 0.511, 0.528, 0.524, 0.501, 0.104, 0.499, -2.030, 0.522, 0.490, 0.503, 0.508, 0.521, 0.527, 0.504, 0.533, 0.520, 0.536, 0.487, 0.488, 0.528, -2.047, -0.055, 0.101, 0.497, 0.477, 0.486, 0.070, 0.525, 0.522, 0.494, 0.121, 0.557]}

=====

{"formula": "C2H5PS", "method": "ωB97M-V/def2-TZVPD", "smiles": "P[C@@H]1CS1", "de_lowest_ev": 0.768, "lumo_ev": 0.9, "charge": 0, "elements": ["H", "H", "H", "C", "H", "H", "S", "P", "C"], "positions_angstrom": [[2.5318, -0.5567, -1.4547], [-0.2395, -1.8610, -0.9699], [-1.6244, -1.1599, 0.9655], [-0.6674, -0.5772, 0.8546], [-0.9239, 0.3857, 1.1952], [0.9257, -0.1690, -2.4899], [0.7663, -1.5776, 1.3201], [1.2749, 0.2404, -1.3094], [0.1489, -1.0624, -0.3137]], "nbo_charge": [-0.008, 0.235, 0.215, -0.510, 0.233, -0.056, 0.131, 0.296, -0.536]}

=====

{"formula": "C15H14N4O", "method": "ωB97M-V/def2-TZVPD", "smiles": "CCOc1ncn2c1Cn1nccc1-c1ccccc1-2", "de_lowest_ev": 0.726, "lumo_ev": 0.6, "charge": 0, "elements": ["C", "H", "H", "H", "H", "C", "N", "C", "C", "C", "N", "C", "C", "H", "C", "H", "O", "C", "H", "N", "C", "N", "C", "H", "C", "C", "H", "H", "H", "H", "C", "H", "H", "C"], "positions_angstrom": [[-3.6545, -2.3136, -1.0513], [-4.5897, -2.8043, -1.1404], [-3.0360, 2.9591, 2.9533], [0.9810, 0.6431, 2.2818], [-0.5394, -2.3736, -2.3881], [0.7571, 0.2346, 0.1859], [-1.3019, 1.8064, 2.6001], [-2.2627, -0.5995, -0.0422], [0.2728, 0.1442, 1.6203], [-3.4659, -1.2992, -0.1239], [0.0712, -0.2850, -0.9152], [-1.3774, -1.9818, -1.8415], [4.1559, 1.5856, -0.0103], [4.0790, 2.0921, -0.9480], [-3.1495, 1.2932, 1.4448], [0.5849, -0.1693, -2.9959], [2.8763, 1.2908, 0.5500], [0.8577, 0.0617, -1.9933], [4.5953, -0.4683, -0.6862], [-1.0258, 0.8077, 1.6955], [-2.1700, 0.4626, 0.9929], [1.9543, 0.6532, -1.6099], [-2.6453, -2.6517, -1.8967], [5.1515, -0.0551, 0.8969], [-1.2045, -0.9381, -0.9354], [-2.5331, 2.1981, 2.3920], [0.2173, -0.8658, 1.9755], [-4.1947, 1.2848, 1.1825], [-2.8350, -3.4610, -2.6133], [6.0805, 0.4743, -0.4812], [1.9122, 0.7725, -0.2461], [-4.2578, -1.0901, 0.5737], [4.6418, 2.2790, 0.6815], [5.0542, 0.3135, -0.1075]], "nbo_charge": [-0.221, 0.218, 0.212, 0.262, 0.227, 0.026, -0.244, -0.077, -0.238, -0.158, -0.350, -0.225, -0.057, 0.189, -0.322, 0.203, -0.496, 0.195, 0.215, -0.166, 0.117, -0.498, -0.188, 0.205, 0.169, -0.043, 0.210, 0.223, 0.219, 0.215, 0.411, 0.221, 0.185, -0.638]}

=====

{"formula": "C27H34FNO5S", "method": "ωB97M-V/def2-TZVPD", "smiles": "CNCc1cccc2c1C(=O)c1cc(S)cc([C@@H](C)F)c1C2=O.CC(C)=O.CC(C)=O.CC(C)=O", "lumo_ev": -1.1, "charge": 0, "elements": ["C", "H", "H", "C", "H", "C", "H", "C", "H", "H", "H", "C", "H", "H", "C", "O", "O", "C", "C", "C", "C", "O", "H", "C", "C", "H", "H", "H", "H", "H", "C", "C", "C", "C", "O", "N", "C", "H", "H", "H", "H", "C", "H", "C", "H", "C", "H", "H", "H", "H", "C", "C", "C", "H", "H", "H", "C", "H", "C", "C", "H", "H", "H", "O", "H", "C", "S", "H", "F"], "positions_angstrom": [[2.1198, -1.7491, 1.7275], [-3.2698, -4.9462, 3.5228], [-1.3846, -2.7666, 1.0152], [2.7154, -1.7335, -0.5971], [-4.9112, -1.3678, 2.2061], [-1.8073, -3.0554, 1.9763], [-2.8605, -2.7752, 1.9952], [2.9456, -3.2408, -2.6711], [3.1576, -2.9076, -3.6906], [-3.4534, -0.6134, 1.5314], [-7.1819, 0.8004, 0.0313], [-0.2395, 0.6343, 0.0096], [4.0930, 4.1076, -0.8837], [4.1238, 0.3030, -0.6312], [-4.4765, -0.4300, 1.8543], [-4.7748, 0.2710, -0.3935], [2.0476, -0.6179, -3.2357], [-6.7298, 0.4256, 0.9475], [-5.2773, 0.1050, 0.6934], [1.4530, -0.2534, -2.2351], [-0.4578, 4.3695, 0.2268], [3.9543, 1.9115, 1.2695], [3.6789, -2.9470, 0.8622], [-2.1986, -5.1379, 3.4390], [4.4345, 1.2814, -0.9702], [-2.0333, -6.2134, 3.4365], [4.6114, 4.2795, 0.8031], [-2.1647, 3.5925, -3.0102], [3.7823, 1.5953, -1.7881], [-2.9196, 3.6052, -0.9835], [1.7079, -0.8037, -0.8667], [-2.2709, 2.8757, -0.4719], [2.9016, -2.2095, 0.6791], [-0.6661, 2.3667, -3.8542], [-1.1510, -5.2389, 1.3091], [-1.6259, 3.5936, 0.6231], [3.6426, -2.3065, -1.6567], [3.2478, -4.2835, -2.5410], [-7.2616, -0.4745, 1.2602], [-1.6774, -4.7031, 4.2936], [-2.9510, 2.1083, -0.0896], [4.7312, 3.6891, -0.1036], [-0.1589, 4.9648, 1.1020], [0.9070, -0.3545, 0.1752], [5.4655, 1.2202, -1.3219], [0.3970, 0.8344, -2.3863], [2.7083, -1.2820, 4.0713], [-6.8131, 1.1913, 1.7204], [-1.2669, -2.5347, 2.7695], [-0.7930, 2.7766, -4.8521], [-1.3320, 2.3006, -1.5291], [0.2629, 1.3705, -3.6441], [-1.6668, -4.5471, 2.1555], [1.8603, -3.1819, -2.5380], [-0.7543, 5.0904, -0.5424], [0.5184, -0.4643, 2.2470], [-0.3976, 1.2789, -1.3305], [-4.4633, 0.2989, 2.6664], [4.3356, 2.2584, 0.1736], [-1.4318, 2.8134, -2.8045], [0.4257, 3.7700, -0.0460], [-1.4392, 2.9943, 1.4131], [0.8905, 0.9905, -4.4437], [-0.9726, 0.8180, 0.9655], [5.7753, 3.7331, -0.4174], [1.1458, -0.8365, 1.4400], [2.4081, -2.3928, 3.3633], [4.3881, -2.9306, -1.1457], [4.3970, -1.3204, -2.3000]], "nbo_charge": [-0.162, 0.226, 0.236, -0.037, 0.224, -0.723, 0.226, -0.640, 0.247, 0.243, 0.236, 0.637, 0.229, 0.236, -0.726, -0.546, -0.519, -0.721, 0.598, 0.526, -0.422, -0.555, 0.228, -0.721, -0.716, 0.236, 0.233, 0.214, 0.229, 0.183, -0.059, -0.239, -0.177, -0.177, -0.541, -0.627, 0.201, 0.213, 0.229, 0.231, 0.240, -0.722, 0.203, -0.161, 0.235, -0.039, 0.148, 0.231, 0.233, 0.219, 0.030, -0.201, 0.595, 0.215, 0.193, 0.233, -0.188, 0.234, 0.597, -0.188, 0.166, 0.376, 0.245, -0.564, 0.230, -0.116, -0.003, 0.168, -0.364]}